(1)
The following is a quantum chemistry calculation of a structure of composition C35H37IP2Ti in a non-equilibrium geometry, from the Open Molecules 2025 dataset.

frontier orbital gap (alpha / beta): 5.43 / 6.32 eV
HOMO energy (alpha / beta): -5.3 / -6.4 eV
spin multiplicity: 3
energy above the lowest of the compared OMol25 structures with the same formula, charge and spin: 128.3 kcal/mol
molecular weight: 694.400 g/mol

```
76
C35H37IP2Ti, DFT ωB97M-V/def2-TZVPD
Ti -0.25 -1.34 -0.95
C -0.88 -0.83 -3.03
C -1.19 0.37 -2.33
C -2.53 0.93 -2.09
C -3.47 -0.15 -1.58
C -2.81 -1.04 -0.61
C -2.24 -2.30 -0.95
C -2.08 -2.90 -2.33
C -1.90 -1.87 -3.37
C 2.47 1.69 0.97
H -0.15 -0.81 -3.86
H -0.58 1.20 -2.61
H -2.92 1.44 -2.99
H -2.40 1.67 -1.29
H -4.21 0.38 -0.99
H -3.98 -0.61 -2.43
H -2.93 -0.84 0.47
H -2.31 -3.08 -0.20
H -2.93 -3.53 -2.66
H -1.16 -3.53 -2.25
H -1.47 -2.34 -4.27
H -2.84 -1.39 -3.70
H 3.24 1.09 0.49
H 2.09 1.10 1.81
H 2.84 2.71 1.28
P 1.20 1.83 -0.26
P 0.70 -0.83 2.58
C -0.30 1.12 0.35
C -0.18 -0.07 1.06
C 1.07 3.64 -0.57
C -0.13 4.14 -1.06
C -0.23 5.50 -1.27
C 0.82 6.36 -0.97
C 2.01 5.87 -0.43
C 2.14 4.49 -0.19
C 1.76 0.94 -1.87
C 1.80 -0.42 -2.25
C 2.67 -0.81 -3.32
C 3.03 0.15 -4.25
C 2.71 1.47 -3.99
C 2.19 1.87 -2.79
C -0.37 -0.58 4.07
C -0.71 0.76 4.36
C -1.28 1.07 5.60
C -1.60 0.04 6.50
C -1.34 -1.31 6.17
C -0.77 -1.63 4.93
C 0.51 -2.69 2.31
C 1.65 -3.43 2.65
C 1.91 -4.70 2.20
C 0.98 -5.32 1.36
C -0.21 -4.67 1.07
C -0.48 -3.40 1.59
H -1.28 1.60 0.23
H -1.06 -0.88 0.91
H -0.95 3.47 -1.19
H -1.12 5.88 -1.71
H 0.76 7.42 -1.17
H 2.86 6.52 -0.19
H 3.04 4.05 0.28
H 0.98 -1.19 -2.39
H 3.00 -1.83 -3.52
H 3.56 -0.10 -5.17
H 3.02 2.22 -4.67
H 2.18 2.87 -2.48
H -0.53 1.49 3.58
H -1.54 2.11 5.83
H -2.14 0.28 7.43
H -1.65 -2.12 6.83
H -0.64 -2.66 4.59
H 2.37 -2.90 3.24
H 2.79 -5.22 2.54
H 1.17 -6.33 1.03
H -0.96 -5.20 0.46
H -1.50 -3.00 1.46
I 2.65 -1.90 -0.02
```


(2)
The following is a quantum chemistry calculation of the ion C5H4NO3 with charge -1 in a non-equilibrium geometry, from the Open Molecules 2025 dataset.

charge: -1
frontier orbital gap: 7.51 eV
HOMO energy: -4.3 eV
structure (SMILES): O=C=NC/C=C/C(=O)[O-]
energy above the lowest of the compared OMol25 structures with the same formula, charge and spin: 25.5 kcal/mol
molecular weight: 126.091 g/mol

```
13
C5H4NO3, DFT ωB97M-V/def2-TZVPD
O -0.70 -2.04 2.86
C -0.03 -1.34 2.21
N 0.96 -0.86 1.76
C 1.35 -0.57 0.39
C 0.53 0.46 -0.35
C -0.58 0.17 -0.96
C -1.48 1.41 -1.55
O -1.08 2.16 -2.45
O -2.51 1.51 -0.84
H 1.26 -1.54 -0.15
H 2.32 -0.14 0.38
H 0.94 1.60 -0.27
H -0.98 -0.81 -1.03
```


(3)
The following is a quantum chemistry calculation of an isolated molecule of C2H4S in a non-equilibrium geometry, from the Open Molecules 2025 dataset.

frontier orbital gap: 8.56 eV
HOMO energy: -8.8 eV
structure (SMILES): CC=S
energy above the lowest of the compared OMol25 structures with the same formula, charge and spin: 10.6 kcal/mol
molecular weight: 60.121 g/mol

```
7
C2H4S, DFT ωB97M-V/def2-TZVPD
C -0.51 0.36 -0.01
C 0.64 -0.47 -0.04
S 2.19 0.10 -0.03
H -1.14 0.26 0.93
H -1.27 -0.19 -0.73
H -0.29 1.45 -0.17
H 0.38 -1.52 0.05
```


(4)
The following is a quantum chemistry calculation of a structure of composition C15H24AsN3O5STeTi in a non-equilibrium geometry, from the Open Molecules 2025 dataset.

frontier orbital gap: 6.09 eV
HOMO energy: -6.8 eV
energy above the lowest of the compared OMol25 structures with the same formula, charge and spin: 20.0 kcal/mol
molecular weight: 608.829 g/mol

```
51
C15H24AsN3O5STeTi, DFT ωB97M-V/def2-TZVPD
Ti 0.36 -0.12 0.05
O 0.06 3.07 -2.52
C -0.08 2.23 -1.66
O 0.81 1.35 -1.26
C -1.35 2.14 -0.84
C -2.45 2.98 -0.87
C -3.42 2.82 0.12
C -3.26 1.87 1.12
C -2.15 1.04 1.06
N -1.27 1.20 0.09
C -1.63 0.11 2.13
O -2.24 -0.10 3.15
O -0.42 -0.30 1.84
H -2.51 3.76 -1.62
H -4.28 3.47 0.13
H -3.96 1.77 1.94
C -4.25 -2.87 1.75
As -3.47 -1.96 0.20
C -5.14 -1.12 -0.43
C -3.49 -3.49 -1.03
S -0.37 -1.39 -1.67
H -5.11 -3.47 1.47
H -4.54 -2.12 2.50
H -3.49 -3.51 2.20
H -5.95 -1.85 -0.49
H -4.98 -0.69 -1.42
H -5.43 -0.32 0.25
H -4.49 -3.91 -1.10
H -2.80 -4.24 -0.67
H -3.16 -3.17 -2.02
Te 0.41 -2.95 -0.04
C 3.29 1.80 1.83
N 4.12 1.16 0.82
C 5.46 0.83 1.28
C 3.47 0.28 -0.01
O 2.34 -0.17 0.32
N 4.02 -0.06 -1.18
C 3.39 -1.11 -1.98
C 5.18 0.62 -1.74
H 3.85 2.63 2.25
H 3.02 1.10 2.64
H 2.38 2.19 1.38
H 5.41 0.43 2.30
H 6.10 1.72 1.29
H 5.92 0.07 0.65
H 2.32 -0.96 -2.03
H 3.58 -2.10 -1.55
H 3.81 -1.07 -2.98
H 5.27 1.61 -1.29
H 5.02 0.74 -2.81
H 6.10 0.06 -1.59
```


(5)
The following is a quantum chemistry calculation of a structure of composition C29H17Cl3CrN4O11S, from the Open Molecules 2025 dataset.

charge: -2
frontier orbital gap (alpha / beta): 4.15 / 7.79 eV
HOMO energy (alpha / beta): -0.1 / -3.8 eV
spin multiplicity: 5
energy above the lowest of the compared OMol25 structures with the same formula, charge and spin: 0.0 kcal/mol
molecular weight: 787.894 g/mol

```
66
C29H17Cl3CrN4O11S, DFT ωB97M-V/def2-TZVPD
Cr -0.37 -0.46 0.08
O 1.28 2.22 -2.57
C 0.69 1.55 -1.73
N 0.94 0.35 -1.19
C 2.24 -0.22 -1.11
O 3.07 -0.21 -2.02
C 2.43 -0.78 0.19
C 3.61 -1.46 0.58
C 3.73 -1.96 1.84
C 2.65 -1.80 2.76
C 1.51 -1.17 2.32
N 1.38 -0.64 1.10
C -0.54 2.17 -1.05
C -1.16 3.30 -1.54
C -2.25 3.80 -0.86
C -2.67 3.17 0.31
C -2.01 2.03 0.73
N -0.96 1.55 0.07
H 4.38 -1.57 -0.17
H 4.63 -2.48 2.14
H 2.69 -2.19 3.77
H 0.64 -1.07 2.96
H -0.79 3.73 -2.46
H -2.79 4.65 -1.25
H -3.53 3.52 0.86
H -2.32 1.46 1.60
Cl -1.48 -6.00 -0.41
C -0.43 -4.63 0.04
Cl 1.27 -5.09 -0.26
Cl -0.64 -4.30 1.76
C -0.73 -3.34 -0.82
O -1.49 -3.44 -1.76
O -0.07 -2.36 -0.38
O -1.61 -0.92 3.84
C -2.02 -1.25 2.72
O -1.53 -0.88 1.61
C -3.20 -2.18 2.59
C -3.70 -2.51 1.33
C -4.76 -3.41 1.18
C -5.28 -3.95 2.33
O -6.31 -4.86 2.46
C -6.41 -5.14 3.85
O -5.49 -4.32 4.55
C -4.79 -3.63 3.58
C -3.75 -2.75 3.75
H -3.25 -2.05 0.46
H -5.15 -3.67 0.21
H -6.16 -6.19 4.02
H -7.43 -4.91 4.18
H -3.34 -2.48 4.72
O -4.97 0.78 -4.37
S -3.82 1.32 -3.69
O -3.74 2.76 -3.64
N -3.64 0.69 -2.21
C -2.51 0.00 -2.12
O -2.11 -0.53 -1.06
C -1.73 -0.09 -3.40
C -0.56 -0.80 -3.66
C -0.01 -0.67 -4.93
C -0.61 0.12 -5.90
C -1.80 0.79 -5.65
C -2.33 0.66 -4.39
H -0.11 -1.41 -2.90
H 0.92 -1.18 -5.15
H -0.14 0.20 -6.88
H -2.28 1.39 -6.41
```


(6)
The following is a quantum chemistry calculation of a structure of composition C54H36Cl5N4O2P2Se2TeTl in a non-equilibrium geometry, from the Open Molecules 2025 dataset.

frontier orbital gap: 7.22 eV
HOMO energy: -8.1 eV
energy above the lowest of the compared OMol25 structures with the same formula, charge and spin: 61.6 kcal/mol
molecular weight: 1502.024 g/mol

```
107
C54H36Cl5N4O2P2Se2TeTl, DFT ωB97M-V/def2-TZVPD
Tl -1.37 -0.52 -2.78
Se 0.33 3.42 3.39
P -0.65 1.57 3.47
C 0.26 0.39 4.51
C 0.65 -0.88 4.10
C 1.39 -1.67 4.97
C 1.74 -1.21 6.23
C 1.35 0.06 6.63
C 0.62 0.87 5.77
C -2.31 1.71 4.20
C -3.12 2.74 3.74
C -4.40 2.89 4.24
C -4.87 2.00 5.20
C -4.07 0.97 5.65
C -2.78 0.81 5.15
C -1.01 0.76 1.90
C -0.98 1.17 0.55
N -1.54 0.16 -0.15
N -1.88 -0.79 0.70
N -1.58 -0.45 1.93
P -0.16 2.37 -0.51
Se -1.05 2.28 -2.47
C 1.60 1.81 -0.65
C 2.24 2.64 -1.73
C 3.55 2.64 -1.94
C 4.45 1.79 -1.12
C 4.00 1.57 0.35
C 2.48 1.58 0.62
C -0.30 4.05 0.09
C -1.58 4.53 0.37
C -1.74 5.82 0.84
C -0.62 6.63 1.03
C 0.64 6.16 0.72
C 0.81 4.87 0.24
H 0.36 -1.25 3.13
H 1.70 -2.66 4.66
H 2.32 -1.83 6.89
H 1.62 0.43 7.61
H 0.33 1.87 6.07
H -2.72 3.44 3.02
H -5.03 3.69 3.88
H -5.88 2.11 5.59
H -4.44 0.27 6.40
H -2.15 0.01 5.50
H 1.59 3.25 -2.35
H 3.98 3.25 -2.72
H 5.48 2.15 -1.18
H 4.61 2.04 1.12
H 2.15 2.07 1.53
H -2.43 3.88 0.23
H -2.73 6.19 1.07
H -0.75 7.63 1.41
H 1.51 6.80 0.86
H 1.80 4.49 0.02
O 0.78 -1.55 -6.44
C 0.42 -1.18 -5.34
O -0.78 -1.03 -4.92
C 1.52 -0.87 -4.31
C 2.86 -0.94 -4.65
C 3.82 -0.61 -3.71
C 3.42 -0.22 -2.43
C 4.38 0.23 -1.37
C 3.95 0.04 0.11
C 2.44 0.05 0.39
C 1.56 0.24 -0.85
C 2.06 -0.21 -2.17
N 1.14 -0.54 -3.08
H 3.11 -1.24 -5.66
H 4.87 -0.65 -3.97
H 5.37 -0.18 -1.57
H 4.54 -0.67 0.69
H 2.07 -0.66 1.13
H 0.57 -0.18 -0.71
Cl -2.83 1.59 -5.13
C -3.97 0.91 -4.04
C -3.61 -0.19 -3.26
C -4.63 -0.83 -2.57
Cl -4.32 -2.32 -1.75
C -5.93 -0.33 -2.53
Cl -7.15 -1.12 -1.62
C -6.24 0.83 -3.24
Cl -7.82 1.49 -3.17
C -5.27 1.43 -4.03
Cl -5.66 2.81 -4.98
Te -1.39 -2.98 -1.12
C -0.73 -4.46 -2.53
C -0.07 -4.14 -3.70
C 0.46 -5.15 -4.50
C 0.32 -6.47 -4.12
C -0.36 -6.80 -2.96
C -0.88 -5.80 -2.16
C 0.49 -3.23 -0.15
C 1.69 -3.17 -0.86
C 2.88 -3.48 -0.23
C 2.88 -3.87 1.11
C 1.69 -3.94 1.81
C 0.49 -3.61 1.18
H 0.03 -3.11 -4.01
H 0.99 -4.88 -5.41
H 0.74 -7.26 -4.74
H -0.48 -7.84 -2.67
H -1.41 -6.05 -1.24
H 1.69 -2.90 -1.90
H 3.82 -3.44 -0.78
H 3.81 -4.15 1.59
H 1.68 -4.28 2.84
H -0.44 -3.66 1.73
```


(7)
The following is a quantum chemistry calculation of a cluster of 5 separate species, C62H46Br2NO8 in total, from the Open Molecules 2025 dataset.

charge: +1
frontier orbital gap: 7.34 eV
HOMO energy: -10.6 eV
molecular weight: 1092.857 g/mol

```
119
C62H46Br2NO8, DFT ωB97M-V/def2-TZVPD
C 8.47 -4.21 7.47
C 7.93 -3.38 6.31
C 7.60 -1.97 6.71
Br 7.62 -0.75 5.21
N 6.25 -1.83 7.36
C 5.08 -2.36 6.57
C 4.24 -3.36 7.36
C 4.20 -4.73 6.71
Br 2.42 -2.67 7.50
H 8.89 -5.12 7.05
H 7.69 -4.52 8.17
H 9.27 -3.71 7.99
H 7.10 -3.90 5.84
H 8.71 -3.32 5.56
H 8.33 -1.65 7.44
H 6.30 -2.24 8.30
H 6.09 -0.83 7.50
H 4.45 -1.51 6.34
H 5.41 -2.77 5.62
H 4.60 -3.49 8.38
H 3.54 -5.37 7.28
H 5.21 -5.15 6.76
H 3.88 -4.66 5.68
C -1.80 -0.20 5.93
C -1.04 -1.27 6.41
C -0.70 -2.31 5.56
C -1.11 -2.29 4.23
C -1.88 -1.22 3.76
C -2.22 -0.18 4.61
C -2.36 -1.20 2.35
O -3.02 -0.27 1.93
C -2.00 -2.34 1.47
C -2.47 -2.36 0.16
C -2.14 -3.40 -0.68
C -1.32 -4.43 -0.23
C -0.85 -4.42 1.07
C -1.19 -3.38 1.93
C -0.70 -3.40 3.33
O 0.04 -4.28 3.73
H -2.07 0.61 6.60
H -0.73 -1.29 7.44
H -0.11 -3.14 5.92
H -2.81 0.64 4.24
H -3.10 -1.55 -0.19
H -2.51 -3.41 -1.70
H -1.06 -5.24 -0.89
H -0.22 -5.23 1.43
C 7.64 -1.49 -3.64
C 6.46 -2.05 -4.12
C 5.35 -2.14 -3.30
C 5.41 -1.66 -1.99
C 6.60 -1.11 -1.51
C 7.71 -1.02 -2.34
C 6.70 -0.63 -0.11
O 7.73 -0.15 0.33
C 5.50 -0.76 0.77
C 5.58 -0.35 2.09
C 4.48 -0.46 2.92
C 3.28 -0.97 2.43
C 3.19 -1.38 1.11
C 4.30 -1.28 0.28
C 4.20 -1.75 -1.14
O 3.15 -2.18 -1.56
H 8.51 -1.42 -4.28
H 6.42 -2.43 -5.13
H 4.43 -2.57 -3.67
H 8.62 -0.58 -1.96
H 6.52 0.05 2.47
H 4.55 -0.14 3.95
H 2.41 -1.04 3.07
H 2.27 -1.77 0.72
C -4.83 1.41 -2.81
C -4.09 0.33 -2.33
C -3.73 -0.70 -3.18
C -4.12 -0.66 -4.52
C -4.87 0.41 -5.00
C -5.22 1.45 -4.14
C -5.32 0.46 -6.42
O -5.95 1.40 -6.84
C -4.96 -0.69 -7.30
C -5.40 -0.69 -8.62
C -5.07 -1.74 -9.46
C -4.28 -2.79 -8.99
C -3.83 -2.79 -7.68
C -4.18 -1.74 -6.83
C -3.71 -1.78 -5.41
O -3.02 -2.69 -5.00
H -5.10 2.22 -2.15
H -3.80 0.31 -1.29
H -3.15 -1.53 -2.82
H -5.80 2.28 -4.52
H -6.01 0.13 -8.98
H -5.42 -1.74 -10.48
H -4.02 -3.60 -9.65
H -3.23 -3.60 -7.31
C -5.60 9.39 0.11
C -4.85 8.32 0.60
C -4.49 7.28 -0.25
C -4.88 7.31 -1.58
C -5.65 8.37 -2.06
C -6.00 9.41 -1.21
C -6.11 8.40 -3.48
O -6.77 9.33 -3.90
C -5.75 7.26 -4.36
C -6.21 7.24 -5.67
C -5.88 6.19 -6.50
C -5.07 5.16 -6.04
C -4.60 5.17 -4.74
C -4.95 6.22 -3.89
C -4.47 6.19 -2.48
O -3.77 5.29 -2.07
H -5.88 10.20 0.77
H -4.55 8.30 1.64
H -3.90 6.45 0.12
H -6.58 10.24 -1.59
H -6.84 8.05 -6.02
H -6.25 6.17 -7.52
H -4.81 4.34 -6.69
H -3.98 4.37 -4.37
```